1.
# C44H58N3O2S2Ti

C44H58N3O2S2Ti as an isolated structure at a distorted geometry (ωB97M-V/def2-TZVPD, the Open Molecules 2025 dataset).

Element x y z (Å)
Ti  -1.2061  1.1656  -0.1799
C  -1.4553  4.4340  0.7910
N  -1.3805  3.2404  1.6632
C  -2.7378  2.8485  2.1162
C  -2.8210  1.3682  2.4536
N  -2.7277  0.4834  1.2526
C  -2.2840  -0.8620  1.6981
C  -4.0498  0.4155  0.6138
C  -5.0118  -0.4564  1.1142
C  -6.2767  -0.5455  0.5582
C  -6.5983  0.2713  -0.5175
C  -5.6640  1.1584  -1.0100
C  -4.3730  1.2610  -0.4633
S  -3.2730  2.4336  -1.1206
C  -0.5390  3.5184  2.8146
C  -0.6143  4.7707  3.4219
C  0.1490  5.1057  4.5274
C  1.0217  4.1649  5.0569
C  1.1171  2.9209  4.4673
C  0.3490  2.5564  3.3453
S  0.5855  0.9680  2.6847
H  -0.4961  4.9436  0.7850
H  -2.2272  5.1381  1.1240
H  -1.6919  4.1350  -0.2211
H  -3.4410  3.0827  1.3205
H  -3.0305  3.4230  3.0066
H  -3.7663  1.1718  2.9728
H  -1.9972  1.1137  3.1157
H  -2.8097  -1.1810  2.6037
H  -1.2270  -0.8247  1.9284
H  -2.4599  -1.5846  0.9026
H  -4.7827  -1.0854  1.9647
H  -6.9970  -1.2434  0.9653
H  -7.5816  0.2108  -0.9698
H  -5.8994  1.8013  -1.8485
H  -1.2915  5.5159  3.0225
H  0.0655  6.0962  4.9574
H  1.6264  4.4087  5.9229
H  1.8026  2.1782  4.8553
C  0.0163  -5.8250  -1.0695
C  0.3766  -4.9923  -2.3090
C  -0.1222  -5.7402  -3.5470
C  1.9075  -4.8799  -2.4143
C  -0.2318  -3.5939  -2.1879
C  0.1766  -2.7686  -1.1436
C  -0.3535  -1.4917  -1.0081
N  0.0122  -0.4509  -0.1760
C  1.2510  -0.1395  0.2442
C  2.2446  -1.0381  0.6568
C  3.4947  -0.5824  0.9974
C  3.7349  0.8006  0.9060
C  2.8043  1.7482  0.5274
C  1.4906  1.2976  0.2003
O  0.5024  2.0238  -0.2387
C  3.2921  3.2069  0.5229
C  4.4638  3.3416  -0.4626
C  3.7547  3.5803  1.9397
C  2.2254  4.2243  0.1112
C  4.5574  -1.5105  1.5689
C  4.6245  -1.2645  3.0877
C  5.9308  -1.2418  0.9390
C  4.2281  -2.9888  1.3289
C  -1.3696  -1.0380  -1.8945
O  -1.8467  0.1711  -1.6267
C  -1.7175  -1.8198  -3.0038
C  -1.1529  -3.0937  -3.1018
C  -2.6646  -1.2707  -4.0725
C  -2.8606  -2.2599  -5.2237
C  -2.0789  0.0262  -4.6567
C  -4.0380  -0.9705  -3.4567
H  0.4879  -6.8106  -1.1204
H  -1.0651  -5.9606  -1.0033
H  0.3510  -5.3309  -0.1565
H  0.3081  -6.7444  -3.5645
H  0.1792  -5.2302  -4.4643
H  -1.2090  -5.8418  -3.5433
H  2.3576  -5.8664  -2.5585
H  2.3338  -4.4407  -1.5121
H  2.1784  -4.2457  -3.2604
H  0.9073  -3.1303  -0.4353
H  1.9853  -2.0782  0.7653
H  4.7113  1.1681  1.1955
H  5.2914  2.6762  -0.2115
H  4.8356  4.3693  -0.4552
H  4.1301  3.0965  -1.4731
H  4.6472  3.0258  2.2387
H  2.9632  3.3697  2.6599
H  3.9872  4.6476  1.9929
H  1.8029  3.9893  -0.8628
H  2.6707  5.2226  0.0755
H  1.4199  4.2278  0.8421
H  5.0698  -0.2915  3.3059
H  5.2189  -2.0391  3.5795
H  3.6173  -1.2694  3.5080
H  6.2256  -0.1953  1.0100
H  5.9267  -1.5221  -0.1168
H  6.6942  -1.8382  1.4449
H  3.3230  -3.2907  1.8580
H  5.0514  -3.6036  1.6978
H  4.0988  -3.1916  0.2635
H  -1.4416  -3.7143  -3.9372
H  -1.9153  -2.5012  -5.7156
H  -3.5247  -1.8154  -5.9680
H  -3.3224  -3.1873  -4.8756
H  -1.0941  -0.1570  -5.0945
H  -1.9794  0.7843  -3.8828
H  -2.7384  0.4208  -5.4352
H  -4.4649  -1.8694  -3.0044
H  -4.7267  -0.6102  -4.2270
H  -3.9497  -0.2027  -2.6920

Results
E_HOMO (alpha / beta), eV: -3.70 / -4.07
Multiplicity: 3
F_max, eV/Å: 2.2
Total charge: -1
LUMO energy (alpha / beta), eV: 2.457 / 1.021



2.
# C14H41N7O5

A 5-piece molecular cluster, C14H41N7O5 overall at a distorted geometry (ωB97M-V/def2-TZVPD, the Open Molecules 2025 dataset).

Element x y z (Å)
C  3.1399  0.6129  -6.0707
O  4.1077  0.1591  -6.6994
N  2.1929  1.2766  -6.5788
N  3.0358  0.3565  -4.8364
H  2.3002  1.5422  -7.5473
H  1.3924  1.6454  -6.0855
H  3.8069  -0.1054  -4.3758
H  2.2880  0.6005  -4.2029
C  0.2992  -0.7438  0.0394
O  0.3525  -0.0638  -0.9932
N  0.2438  -2.0047  -0.0712
N  0.1191  -0.2406  1.1570
H  0.1192  -2.2099  -1.0523
H  0.2963  -2.6795  0.6785
H  0.0577  0.7632  1.2499
H  0.2362  -0.9009  1.9123
C  -3.7944  -5.6101  -1.7674
C  -3.5325  -4.4151  -2.7425
C  -2.4881  -4.8325  -3.7707
O  -1.2014  -4.8244  -3.1131
C  -0.0318  -5.0512  -3.8931
N  -4.7990  -4.0720  -3.3877
H  -4.4013  -5.2322  -0.9446
H  -2.8818  -5.9983  -1.3151
H  -4.3259  -6.3806  -2.3258
H  -3.3967  -3.5327  -2.1171
H  -2.5228  -4.0624  -4.5413
H  -2.7407  -5.7115  -4.3637
H  0.2951  -6.0885  -3.8215
H  0.8073  -4.6303  -3.3391
H  -0.0204  -4.6620  -4.9112
H  -5.0615  -4.5237  -4.2521
H  -4.7248  -3.0746  -3.5283
C  -0.0645  5.7481  -2.1169
C  -1.1151  6.0041  -0.9365
C  -2.4486  6.5900  -1.5003
O  -3.3358  7.0066  -0.4822
C  -4.4443  7.6458  -1.0483
N  -1.2628  4.6717  -0.2917
H  0.1018  6.7922  -2.3818
H  -0.3469  5.3097  -3.0740
H  0.8823  5.2695  -1.8667
H  -0.6342  6.6047  -0.1644
H  -2.8577  5.7487  -2.0598
H  -2.0217  7.3247  -2.1830
H  -4.0741  8.5865  -1.4561
H  -5.2086  7.7442  -0.2774
H  -4.8427  7.1101  -1.9099
H  -1.2321  3.8864  -0.9261
H  -2.1494  4.6888  0.1917
C  2.6871  -2.0381  5.3325
C  3.5767  -2.3955  6.4851
C  3.9984  -1.1483  7.2460
O  2.9425  -0.6430  7.9673
C  3.1996  0.7116  8.4628
N  2.7504  -3.2340  7.3757
H  1.7353  -1.5719  5.5872
H  2.5588  -2.8482  4.6147
H  3.3048  -1.3840  4.7171
H  4.4655  -2.9357  6.1589
H  4.5343  -0.4457  6.6077
H  4.7649  -1.4395  7.9642
H  2.9903  1.4539  7.6926
H  4.1874  0.9204  8.8735
H  2.4031  0.8798  9.1877
H  3.4981  -3.4724  8.0115
H  2.2897  -2.4466  7.8091

Results
E_HOMO, eV: -9.07
Structure (SMILES): COC[C@H](C)N.COC[C@H](C)N.COC[C@H](C)N.NC(N)=O.NC(N)=O
F_max, eV/Å: 7.7
LUMO energy, eV: 0.353



3.
# C26H41N3O5

One molecule with the formula C26H41N3O5 (ωB97M-V/def2-TZVPD, the Open Molecules 2025 dataset).

Element x y z (Å)
C  -0.3624  1.3539  -3.6749
H  0.1547  2.1493  -3.1437
H  -0.8681  1.7813  -4.5378
H  0.3746  0.6363  -4.0304
C  -1.3686  0.6813  -2.7438
C  -2.4270  1.6858  -2.2969
H  -3.0590  1.2708  -1.5156
H  -1.9410  2.5741  -1.9007
H  -3.0531  1.9816  -3.1360
C  -1.9861  -0.5369  -3.4379
H  -1.1850  -1.1682  -3.8321
H  -2.6050  -0.2173  -4.2774
C  -2.8516  -1.3977  -2.5067
N  -2.0917  -1.8888  -1.3789
C  -2.2898  -1.4137  -0.1345
O  -3.2355  -0.7241  0.1854
C  -1.1588  -1.8095  0.8361
N  0.0055  -1.0142  0.4820
C  0.8657  -1.3638  -0.4863
O  0.7412  -2.3869  -1.1410
C  2.0189  -0.3763  -0.7392
N  2.2131  0.5202  0.3746
C  1.6012  1.7251  0.4366
O  0.9719  2.2185  -0.4676
O  1.7876  2.2811  1.6527
C  0.9516  3.4058  1.9621
C  -0.3514  2.9133  2.5385
C  -0.5381  2.8497  3.9131
C  -1.7115  2.3329  4.4355
C  -2.7011  1.8622  3.5892
C  -2.5193  1.9135  2.2162
C  -1.3504  2.4404  1.6940
H  -1.2089  2.4817  0.6241
H  -3.2782  1.5290  1.5519
H  -3.6121  1.4506  3.9971
H  -1.8499  2.2931  5.5059
H  0.2376  3.2078  4.5746
H  1.5143  3.9962  2.6866
H  0.7839  3.9841  1.0481
H  2.7057  0.1933  1.1906
H  1.6968  0.2438  -1.5847
C  3.2924  -1.1383  -1.1067
H  2.9822  -2.0274  -1.6599
H  3.7742  -1.4738  -0.1842
C  4.3072  -0.3589  -1.9541
C  4.8352  0.8797  -1.2342
H  5.6354  1.3341  -1.8141
H  4.0485  1.6186  -1.1082
H  5.2306  0.6206  -0.2543
C  3.7346  0.0232  -3.3174
H  2.9834  0.8035  -3.2220
H  4.5251  0.4013  -3.9613
H  3.2825  -0.8400  -3.8001
H  5.1502  -1.0400  -2.1214
H  0.0588  -0.0998  0.9036
H  -0.9017  -2.8592  0.6627
C  -1.5837  -1.5643  2.2795
H  -2.5552  -2.0457  2.4084
H  -1.7417  -0.4916  2.4116
C  -0.6347  -2.0749  3.3726
C  0.6912  -1.3161  3.4103
H  0.5230  -0.2405  3.4214
H  1.2431  -1.5812  4.3098
H  1.3061  -1.5739  2.5516
C  -0.3823  -3.5770  3.2577
H  -1.3217  -4.1203  3.1882
H  0.2184  -3.8063  2.3806
H  0.1550  -3.9343  4.1331
H  -1.1484  -1.8898  4.3233
H  -1.2192  -2.3685  -1.5788
C  -3.5077  -2.5333  -3.2549
O  -3.9227  -2.4730  -4.3764
H  -3.5866  -3.4620  -2.6556
H  -3.6653  -0.7899  -2.0844
H  -0.8270  0.3396  -1.8552

Results
E_HOMO, eV: -9.49
Structure (SMILES): CC(C)C[C@@H](C=O)NC(=O)[C@H](CC(C)C)NC(=O)[C@H](CC(C)C)NC(=O)OCc1ccccc1
F_max, eV/Å: 0.7
LUMO energy, eV: 0.599



4.
# C21H20AuClN5O4S

C21H20AuClN5O4S as an isolated structure (ωB97M-V/def2-TZVPD, the Open Molecules 2025 dataset).

Element x y z (Å)
Au  -0.6998  -0.1664  -3.4882
C  -1.6754  -4.7087  3.9310
O  -0.5632  -4.5392  3.0781
C  0.1714  -3.4009  3.2312
C  1.1832  -3.1988  2.2925
C  1.9677  -2.0669  2.3441
C  1.7612  -1.1181  3.3478
C  0.7973  -1.3539  4.3104
C  -0.0197  -2.4774  4.2493
N  2.5896  0.0438  3.5329
N  2.8986  0.8002  2.5987
C  2.3583  0.6413  1.2804
C  3.2525  0.5878  0.2431
C  2.8365  0.3572  -1.0706
C  1.4881  0.2252  -1.4071
O  1.1596  0.0537  -2.6452
C  0.5250  0.3704  -0.3287
N  -0.7868  0.3058  -0.6517
C  -1.6775  0.4933  0.2811
C  -1.3483  0.7851  1.6183
C  -0.0343  0.8381  1.9713
C  0.9637  0.5993  0.9980
H  -2.1691  -5.6215  3.6086
H  -2.3722  -3.8706  3.8438
H  -1.3677  -4.8155  4.9754
H  1.3230  -3.9375  1.5144
H  2.7336  -1.9129  1.5969
H  0.6754  -0.6352  5.1116
H  -0.7847  -2.6184  4.9989
H  4.3093  0.6810  0.4679
H  3.5627  0.2759  -1.8698
H  -2.7207  0.4386  -0.0128
H  -2.1325  0.9761  2.3388
H  0.2543  1.0792  2.9858
S  -1.3338  3.8633  -0.7676
C  -0.2387  3.5971  -1.9955
N  1.0970  3.4722  -1.8498
C  1.7808  3.1464  -3.0933
C  0.6200  3.0684  -4.1060
N  -0.5267  3.5051  -3.3158
H  1.4765  3.2805  -0.9389
H  2.3070  2.1969  -3.0179
H  2.4901  3.9344  -3.3562
H  0.4780  2.0505  -4.4716
H  0.7788  3.7357  -4.9536
H  -1.4681  3.2597  -3.5722
Cl  -3.2765  -1.8804  -2.1458
C  -3.8766  -0.3273  -2.8045
C  -3.5624  -0.1137  -4.2897
O  -4.4955  0.2013  -5.0125
O  -2.3455  -0.2490  -4.6873
H  -3.4112  0.4678  -2.2240
H  -4.9525  -0.3189  -2.6737

Results
E_HOMO, eV: -4.75
F_max, eV/Å: 0.1
Total charge: -1
LUMO energy, eV: 2.376